{
  "formula": "C2H6NS",
  "method": "wB97M-V/def2-TZVPD",
  "total_charge": -1,
  "e_lumo_ev": 4.3,
  "de_lowest_kj_mol": 159.5,
  "species": ["S", "H", "C", "C", "N", "H", "H", "H", "H", "H"],
  "positions_angstrom": [[-1.193, -0.149, 1.975], [-0.423, -0.221, 3.073], [0.593, 1.294, -1.416], [0.895, -1.059, -1.137], [1.055, -0.017, -1.945], [1.344, 1.327, -0.620], [-0.445, 1.232, -0.982], [0.828, 1.870, -2.269], [1.435, -1.901, -1.424], [0.030, -1.210, -0.449]],
  "atomic_forces_ev_per_a": [[-0.028, -0.002, -0.061], [0.017, -0.008, -0.003], [-0.305, -2.883, 0.646], [-2.083, 3.155, -2.740], [0.375, -3.041, 2.996], [-0.500, 1.343, 0.060], [0.989, 0.588, -0.521], [-0.426, 1.765, -0.293], [0.897, -1.647, -0.437], [1.064, 0.728, 0.354]],
  "lowdin_charge": [-0.332, -0.501, -0.160, -0.080, -0.128, 0.070, 0.072, 0.032, 0.013, 0.014]
}